The following is a quantum chemistry calculation of C12H18Cl2IN2OPt as an isolated structure, from the Open Molecules 2025 dataset.

Results
Multiplicity ... 1
HOMO-LUMO gap ... 8.619 eV
Charge ... +1
F_max ... 0.47 eV/Å

Each line ends with the Mulliken charge.
CARTESIAN COORDINATES (ANGSTROEM)
Pt -0.372 0.288 0.532  0.49
C -2.105 -1.362 -1.062  -0.95
N -2.224 -0.119 -0.253  -0.04
C -2.732 0.962 -1.119  -1.07
C -3.152 -0.369 0.886  -0.75
C -2.401 -1.166 1.905  1.20
C -3.018 -2.001 2.826  -0.82
C -2.257 -2.659 3.778  -0.58
C -0.882 -2.475 3.806  -0.81
C -0.264 -1.652 2.873  -0.15
C -1.014 -0.994 1.903  0.02
H -3.074 -1.590 -1.512  0.36
H -1.792 -2.183 -0.423  0.39
H -1.367 -1.214 -1.847  0.32
H -3.716 0.692 -1.511  0.37
H -2.045 1.120 -1.947  0.37
H -2.819 1.881 -0.545  0.35
H -4.050 -0.878 0.522  0.39
H -3.450 0.604 1.282  0.37
H -4.094 -2.134 2.803  0.43
H -2.733 -3.311 4.497  0.40
H -0.283 -2.977 4.555  0.41
H 0.806 -1.524 2.929  0.07
Cl 1.843 0.544 1.307  -0.09
C 2.790 -0.999 1.187  -0.38
Cl 2.250 -2.013 -0.113  -0.08
H 2.694 -1.506 2.137  0.36
H 3.806 -0.666 1.003  0.38
N -0.937 3.440 0.876  -0.20
C -0.304 3.233 -0.282  0.82
O 0.149 2.129 -0.621  -0.78
C -0.139 4.412 -1.195  -1.21
I -1.912 4.638 -2.364  0.14
H -1.061 2.661 1.509  0.16
H -1.304 4.343 1.124  0.23
H 0.677 4.231 -1.884  0.41
H 0.008 5.341 -0.654  0.48

The following is a quantum chemistry calculation of a 11-piece molecular cluster, C34H71BrN2O11P overall at a distorted geometry, from the Open Molecules 2025 dataset.

Results
Multiplicity ... 1
HOMO-LUMO gap ... 7.463 eV
Charge ... +1
F_max ... 2.23 eV/Å

Each line ends with the Mulliken charge.
CARTESIAN COORDINATES (ANGSTROEM)
O 0.276 -2.712 -3.268  -0.32
P -1.283 -2.442 -3.863  0.25
Br -1.920 -4.400 -4.786  -0.12
C -2.320 -2.083 -2.318  -0.25
C -3.420 -3.139 -1.992  -1.13
N -4.726 -2.937 -2.704  0.00
C -4.758 -1.661 -3.500  -0.77
C -4.237 -0.569 -2.502  -0.64
N -2.781 -0.694 -2.429  -0.27
H 0.266 -2.647 -2.311  0.34
H -1.618 -2.118 -1.458  0.44
H -3.606 -3.166 -0.909  0.34
H -3.071 -4.153 -2.239  0.50
H -5.435 -2.802 -1.981  0.39
H -5.042 -3.743 -3.242  0.39
H -5.790 -1.471 -3.828  0.42
H -4.118 -1.777 -4.384  0.32
H -4.560 0.414 -2.858  0.51
H -4.648 -0.748 -1.496  0.28
H -2.376 -0.259 -3.253  0.36
C -3.404 2.352 1.719  -0.45
C -3.623 1.177 0.815  0.71
O -4.494 1.174 -0.035  -0.61
C -2.710 -0.009 1.002  -0.46
H -4.123 3.135 1.483  0.24
H -3.542 2.050 2.758  0.36
H -2.397 2.746 1.578  -0.17
H -2.820 -0.406 2.013  0.46
H -1.675 0.290 0.834  0.24
H -2.973 -0.789 0.286  -0.31
C -4.172 7.476 1.549  -1.02
C -5.034 6.245 1.625  0.85
O -4.600 5.196 2.052  -0.56
C -6.458 6.367 1.151  -1.16
H -3.175 7.247 1.920  0.16
H -4.090 7.811 0.514  0.32
H -4.602 8.270 2.162  0.39
H -6.476 6.653 0.098  0.34
H -6.986 7.113 1.747  0.34
H -6.961 5.407 1.263  0.30
C -0.133 5.308 0.944  -0.49
C -0.569 6.346 -0.055  0.87
O -1.051 7.399 0.298  -0.56
C -0.383 6.023 -1.515  -1.24
H -0.325 5.672 1.952  0.24
H -0.696 4.386 0.794  -0.01
H 0.936 5.114 0.839  0.17
H -0.955 5.130 -1.773  0.30
H 0.674 5.859 -1.729  0.35
H -0.739 6.855 -2.119  0.34
C 0.769 2.037 4.823  -1.26
C -0.210 3.011 4.233  0.92
O -0.557 2.937 3.072  -0.47
C -0.747 4.089 5.136  -1.22
H 1.072 1.326 4.068  0.31
H 1.650 2.570 5.175  0.33
H 0.303 1.495 5.650  0.50
H 0.073 4.708 5.503  0.31
H -1.277 3.639 5.977  0.39
H -1.441 4.718 4.579  0.25
C 2.954 -1.358 -4.002  -0.96
C 4.328 -1.150 -3.422  0.88
O 5.271 -0.863 -4.123  -0.57
C 4.482 -1.313 -1.932  -1.19
H 2.991 -1.209 -5.080  0.32
H 2.614 -2.372 -3.800  0.26
H 2.255 -0.638 -3.572  0.29
H 4.208 -2.328 -1.639  0.33
H 3.849 -0.593 -1.411  0.32
H 5.519 -1.135 -1.654  0.32
C 4.022 4.857 2.022  -1.14
C 4.019 3.759 3.052  0.81
O 3.134 3.666 3.871  -0.50
C 5.163 2.779 3.020  -0.73
H 3.144 5.486 2.163  0.23
H 4.916 5.472 2.135  0.40
H 3.992 4.428 1.019  0.32
H 6.107 3.303 3.177  0.36
H 5.182 2.260 2.061  0.32
H 5.032 2.046 3.814  -0.05
C 3.948 -0.736 5.803  -0.99
C 2.718 -1.218 5.079  0.81
O 2.148 -0.514 4.274  -0.53
C 2.227 -2.605 5.399  -1.11
H 4.186 0.276 5.477  0.09
H 3.767 -0.725 6.878  0.33
H 4.793 -1.388 5.576  0.37
H 1.971 -2.675 6.457  0.36
H 2.999 -3.337 5.155  0.35
H 1.338 -2.822 4.810  0.27
C 5.906 2.085 -5.009  -0.76
C 5.504 3.109 -6.036  0.77
O 5.024 4.172 -5.714  -0.57
C 5.724 2.755 -7.484  -1.05
H 5.693 2.471 -4.013  0.28
H 5.341 1.166 -5.157  0.08
H 6.975 1.879 -5.085  0.33
H 5.151 1.863 -7.741  0.30
H 6.785 2.579 -7.668  0.31
H 5.391 3.580 -8.112  0.30
C -2.691 -9.914 -6.733  -1.07
C -2.177 -9.447 -5.397  0.64
O -1.611 -10.198 -4.640  -0.53
C -2.395 -7.998 -5.037  -0.89
H -2.465 -10.971 -6.857  0.29
H -3.773 -9.776 -6.785  0.32
H -2.208 -9.354 -7.535  0.31
H -3.465 -7.778 -5.014  0.33
H -1.898 -7.355 -5.766  0.25
H -1.974 -7.805 -4.051  0.33
C 0.871 -7.417 6.411  -1.11
C 0.441 -6.406 5.382  0.87
O -0.060 -5.354 5.704  -0.54
C 0.661 -6.759 3.933  -1.12
H 0.655 -7.034 7.406  0.30
H 0.326 -8.351 6.267  0.34
H 1.944 -7.599 6.329  0.32
H 0.106 -7.664 3.682  0.37
H 1.725 -6.913 3.744  0.32
H 0.306 -5.943 3.305  0.27

The following is a quantum chemistry calculation of a single C26H27ClN6OS molecule, from the Open Molecules 2025 dataset.

Results
Multiplicity ... 1
Structure (SMILES) ... O=C(NCCN1CCN(c2cccc(Cl)c2)CC1)c1ccc(CSc2nc3ccncc3[nH]2)cc1
HOMO-LUMO gap ... 8.261 eV
F_max ... 0.89 eV/Å

Each line ends with the Mulliken charge.
CARTESIAN COORDINATES (ANGSTROEM)
O 3.010 2.834 -1.087  -0.66
C 2.580 2.342 -0.059  -0.12
N 3.254 1.384 0.626  -0.08
H 2.851 0.982 1.456  0.28
C 4.455 0.784 0.105  -0.85
H 4.653 1.287 -0.845  0.48
C 4.340 -0.747 -0.090  -0.91
N 3.174 -1.270 -0.756  0.17
C 2.785 -0.694 -2.033  -1.48
C 1.356 -0.150 -2.019  -0.26
N 0.427 -1.206 -1.679  0.27
C -0.915 -1.055 -1.881  0.55
C -1.471 0.198 -2.176  -0.57
C -2.825 0.318 -2.415  0.27
C -3.677 -0.774 -2.374  -0.78
C -3.127 -2.015 -2.088  -0.67
C -1.778 -2.163 -1.843  -0.34
H -1.379 -3.145 -1.649  0.41
H -3.767 -2.886 -2.069  0.39
H -4.729 -0.658 -2.576  0.46
Cl -3.473 1.884 -2.766  -0.22
H -0.856 1.081 -2.206  0.53
C 0.961 -2.238 -0.816  -0.47
H 1.395 -3.056 -1.405  0.14
C 2.048 -1.638 0.073  -0.69
H 1.606 -0.796 0.636  0.03
H 2.379 -2.389 0.796  0.67
H 0.167 -2.643 -0.187  0.14
H 1.114 0.228 -3.017  0.79
H 1.289 0.687 -1.312  -0.13
H 3.460 0.116 -2.309  0.45
H 2.857 -1.472 -2.806  0.45
H 5.224 -1.056 -0.661  0.32
H 4.389 -1.235 0.887  0.42
H 5.300 0.977 0.777  0.41
C 1.237 2.679 0.496  0.63
C 0.908 2.562 1.843  -0.38
C -0.394 2.761 2.257  -0.79
C -1.389 3.069 1.338  0.67
C -1.050 3.250 0.003  -0.20
C 0.254 3.069 -0.411  -0.75
H 0.533 3.204 -1.445  0.44
H -1.816 3.505 -0.714  0.50
C -2.813 3.151 1.775  -1.17
H -3.279 4.096 1.491  0.51
H -2.917 2.986 2.846  0.37
S -3.838 1.888 0.926  -0.16
C -2.970 0.452 1.341  -0.01
N -1.925 0.388 2.120  -0.39
C -1.573 -0.933 2.141  0.66
C -0.534 -1.595 2.785  -0.41
C -0.468 -2.960 2.581  -0.45
N -1.319 -3.663 1.837  -0.67
C -2.315 -3.052 1.226  -0.75
C -2.472 -1.681 1.339  0.25
N -3.365 -0.761 0.849  0.10
H -4.092 -0.917 0.171  0.31
H -2.983 -3.671 0.643  0.48
H 0.314 -3.549 3.043  0.43
H 0.170 -1.071 3.411  0.47
H -0.648 2.647 3.300  0.31
H 1.665 2.327 2.578  0.57

The following is a quantum chemistry calculation of C5H4O2 as an isolated structure at a distorted geometry, from the Open Molecules 2025 dataset.

Results
Multiplicity ... 1
HOMO-LUMO gap ... 8.690 eV
F_max ... 1.01 eV/Å

Each line ends with the Mulliken charge.
CARTESIAN COORDINATES (ANGSTROEM)
O 2.434 -1.452 0.121  -0.42
C 1.547 -0.697 0.039  0.69
O -0.076 -1.669 0.002  -0.50
C -1.188 -1.046 -0.043  0.13
C -1.264 0.339 0.011  -0.60
C -0.103 1.102 0.032  0.14
C 1.206 0.655 -0.021  -0.75
H -2.134 -1.617 -0.131  0.33
H -2.222 0.837 0.009  0.32
H -0.226 2.180 0.092  0.34
H 2.025 1.369 -0.112  0.33

The following is a quantum chemistry calculation of C44H46N4O6S2SiZr as an isolated structure at a distorted geometry, from the Open Molecules 2025 dataset.

Results
Multiplicity ... 1
HOMO-LUMO gap ... 5.842 eV
Charge ... -2
F_max ... 1.18 eV/Å

Each line ends with the Mulliken charge.
CARTESIAN COORDINATES (ANGSTROEM)
Zr 0.209 0.878 -0.786  -0.93
C 1.531 4.208 -1.196  -1.56
O 0.983 3.084 -1.873  0.75
C 0.176 3.338 -2.968  0.30
C -0.127 4.606 -3.416  -0.84
C -0.944 4.762 -4.539  -0.78
C -1.434 3.637 -5.176  -0.83
C -1.130 2.361 -4.709  -0.47
C -0.315 2.178 -3.595  0.89
N 0.054 0.977 -3.018  0.91
N -0.324 -0.104 -3.760  -1.25
C -0.282 -1.272 -3.225  -0.16
C 0.096 -1.534 -1.772  4.03
O 1.189 -0.710 -1.423  -0.77
C 0.533 -2.954 -1.567  -2.08
C 0.250 -3.946 -2.404  -1.16
C -0.498 -3.719 -3.645  0.81
C -0.932 -4.786 -4.430  -0.78
C -1.618 -4.571 -5.613  -0.49
C -1.870 -3.265 -6.027  -0.87
C -1.438 -2.197 -5.256  -0.27
C -0.749 -2.404 -4.062  0.75
H 2.155 4.781 -1.888  0.40
H 0.743 4.842 -0.786  0.42
H 2.126 3.824 -0.374  0.32
H 0.250 5.477 -2.901  0.34
H -1.203 5.756 -4.882  0.35
H -2.083 3.745 -6.038  0.36
H -1.523 1.480 -5.195  0.32
H 1.138 -3.114 -0.681  0.51
H 0.578 -4.960 -2.193  0.29
H -0.737 -5.798 -4.088  0.35
H -1.963 -5.411 -6.205  0.37
H -2.418 -3.080 -6.944  0.38
H -1.631 -1.176 -5.560  0.36
C 5.938 -0.190 3.780  -1.28
Si 4.126 -0.373 3.281  0.55
C 3.752 -2.202 3.389  -1.03
C 3.109 0.568 4.534  -0.77
C 3.975 0.351 1.572  0.39
C 5.043 0.929 0.914  0.16
C 4.867 1.578 -0.313  -1.62
C 3.587 1.658 -0.809  -0.81
N 2.533 1.132 -0.188  1.08
C 2.698 0.441 0.958  -0.08
S 1.288 -0.271 1.623  -0.39
H 6.076 -0.611 4.781  0.31
H 6.249 0.858 3.813  0.31
H 6.608 -0.721 3.098  0.31
H 4.078 -2.580 4.363  0.33
H 4.276 -2.761 2.610  0.32
H 2.683 -2.383 3.271  0.22
H 3.474 0.378 5.549  0.46
H 2.057 0.279 4.469  0.04
H 3.156 1.642 4.333  0.26
H 6.033 0.890 1.356  0.34
H 5.692 2.026 -0.850  0.36
H 3.377 2.162 -1.747  0.61
C -1.761 0.895 7.053  -1.51
C -1.171 1.478 5.793  1.17
C -0.287 2.552 5.845  -0.93
C 0.235 3.104 4.685  -0.85
C -0.110 2.570 3.451  -0.33
C -0.981 1.495 3.383  0.57
C -1.511 0.961 4.547  -0.93
S 0.648 3.272 1.995  0.92
O 0.422 4.703 2.138  -0.78
O 2.028 2.851 2.031  -0.66
N -0.113 2.662 0.740  0.35
C -1.424 3.365 0.558  -0.84
C -2.270 2.749 -0.541  -0.17
O -3.350 3.254 -0.813  -0.81
O -1.759 1.705 -1.101  -0.58
H -1.188 1.197 7.931  0.37
H -1.767 -0.195 7.011  0.35
H -2.793 1.223 7.199  0.29
H -0.011 2.969 6.808  0.28
H 0.908 3.951 4.725  0.47
H -1.238 1.084 2.414  -0.18
H -2.196 0.121 4.482  0.43
H -1.292 4.420 0.319  0.42
H -2.034 3.340 1.467  0.50
C -3.045 -1.069 0.614  -1.49
C -1.957 -1.963 -0.014  3.46
C -1.201 -2.598 1.151  -2.06
C -1.124 -1.031 -0.905  -0.17
C -2.676 -3.032 -0.860  -0.26
C -3.489 -2.635 -1.926  0.21
C -4.176 -3.555 -2.703  -0.89
C -4.072 -4.915 -2.436  -0.53
C -3.270 -5.330 -1.384  -0.93
C -2.586 -4.399 -0.608  -0.28
H -2.576 -0.333 1.272  -0.06
H -3.753 -1.667 1.199  0.44
H -3.598 -0.513 -0.144  0.35
H -0.774 -1.815 1.773  -0.24
H -0.380 -3.242 0.831  0.32
H -1.885 -3.192 1.768  0.68
H -1.848 -0.601 -1.600  0.23
H -3.564 -1.583 -2.172  0.22
H -4.774 -3.208 -3.537  0.37
H -4.588 -5.638 -3.057  0.37
H -3.160 -6.388 -1.170  0.35
H -1.955 -4.756 0.195  0.35

The following is a quantum chemistry calculation of C40H68AsF6N4O12PtS6 as an isolated structure at a distorted geometry, from the Open Molecules 2025 dataset.

Results
Multiplicity ... 3
HOMO-LUMO gap (spin up / spin down) ... 7.045 / 2.406 eV
Charge ... +1
F_max ... 5.06 eV/Å

Each line ends with the Mulliken charge.
CARTESIAN COORDINATES (ANGSTROEM)
Pt -0.811 4.448 -0.907  3.06
As -0.098 0.820 0.294  2.36
F -1.224 1.479 1.554  -0.48
F -0.256 2.461 -0.438  -0.89
F 0.871 0.257 -1.100  -0.16
F 0.045 -0.696 1.342  -0.31
F -1.548 0.244 -0.517  -0.36
F 1.363 1.363 1.189  -0.77
C 1.039 -3.883 1.678  0.63
C -0.393 -4.440 1.572  -0.15
C -0.311 -5.621 0.587  -1.03
S 1.057 -5.345 -0.533  1.11
O 0.588 -5.066 -1.858  -0.50
O 2.056 -6.401 -0.349  -0.76
C 1.625 -3.798 0.279  0.04
H 1.630 -4.562 2.293  0.64
H 0.989 -2.922 2.189  -1.30
H -1.095 -3.719 1.154  -0.32
H -0.748 -4.642 2.582  0.66
H -1.233 -5.682 0.008  0.40
H -0.158 -6.590 1.062  0.43
H 1.136 -2.974 -0.242  -0.68
H 2.714 -3.842 0.311  0.76
C -4.889 1.270 1.881  0.66
C -4.897 2.284 3.002  -1.10
C -3.750 3.205 2.807  0.02
S -3.788 3.520 0.945  0.49
O -2.449 3.721 0.405  -0.57
O -4.860 4.492 0.639  -0.69
C -4.381 1.840 0.535  0.30
H -5.872 0.822 1.735  0.51
H -4.258 0.464 2.255  -1.18
H -4.846 1.914 4.026  0.51
H -5.758 2.952 3.016  0.36
H -2.774 2.776 3.036  -0.49
H -3.912 4.207 3.204  0.70
H -3.531 1.159 0.489  -0.57
H -4.950 1.826 -0.395  0.60
C -1.605 0.723 -5.428  -0.21
C -2.591 1.748 -5.971  -1.00
C -2.474 3.001 -5.204  -0.56
S -2.633 2.331 -3.548  0.75
O -4.050 2.127 -3.270  -0.72
O -1.750 3.096 -2.612  -0.60
C -1.876 0.687 -3.897  0.38
H -0.566 0.994 -5.613  0.08
H -1.730 -0.223 -5.954  0.43
H -3.567 1.275 -5.867  0.36
H -2.363 1.869 -7.029  0.47
H -3.138 3.845 -5.392  0.49
H -1.439 3.341 -5.242  0.17
H -2.661 -0.033 -3.666  0.70
H -1.095 0.599 -3.142  -1.09
C 1.191 3.978 4.782  -0.42
C 1.323 5.491 4.826  -0.89
C 1.272 5.998 3.347  -0.78
S -0.119 4.988 2.622  0.78
O 0.029 4.682 1.165  -0.89
O -1.415 5.513 3.067  -0.67
C 0.335 3.426 3.581  0.37
H 0.668 3.687 5.693  0.31
H 2.179 3.517 4.766  0.36
H 2.219 5.890 5.301  0.43
H 0.486 5.967 5.337  0.30
H 2.207 5.723 2.859  0.33
H 1.168 7.072 3.194  0.49
H 0.715 2.720 2.843  -0.50
H -0.538 2.797 3.756  0.24
C 4.014 2.023 -3.410  -0.51
C 4.043 3.297 -4.240  -0.97
C 2.590 3.820 -4.483  -0.78
S 1.575 2.921 -3.306  1.13
O 0.799 1.846 -3.975  -0.55
O 0.801 3.814 -2.437  -1.11
C 2.955 2.119 -2.407  0.29
H 4.982 1.750 -2.990  0.51
H 3.600 1.238 -4.043  0.16
H 4.576 3.143 -5.179  0.42
H 4.625 4.127 -3.839  0.33
H 2.250 3.482 -5.462  0.31
H 2.444 4.888 -4.322  0.44
H 2.725 1.166 -1.932  -0.79
H 3.377 2.856 -1.723  0.48
C 2.512 -2.037 -3.183  1.20
C 3.066 -3.069 -4.119  -1.20
C 1.941 -3.909 -4.764  -0.66
S 0.513 -2.682 -4.876  1.12
O -0.593 -3.182 -4.039  -0.72
O 0.257 -2.381 -6.310  -0.71
C 1.399 -1.360 -4.041  0.92
H 3.258 -1.260 -3.017  0.22
H 2.170 -2.372 -2.204  -1.03
H 3.779 -3.760 -3.669  0.45
H 3.599 -2.516 -4.892  0.38
H 1.647 -4.695 -4.068  0.17
H 2.134 -4.448 -5.691  0.50
H 0.630 -0.839 -3.470  -1.20
H 1.797 -0.662 -4.777  0.44
N -2.315 -3.775 -1.939  0.57
C -2.491 -2.862 -0.909  -1.31
C -3.774 -3.047 -0.394  -0.30
C -4.307 -4.182 -1.018  -0.86
C -3.367 -4.647 -1.925  -0.76
H -1.531 -3.915 -2.560  0.21
H -1.659 -2.226 -0.648  1.14
H -4.345 -2.541 0.370  0.55
H -5.253 -4.628 -0.746  0.42
H -3.330 -5.502 -2.584  0.48
N 4.579 0.051 1.944  0.02
C 4.068 -0.094 0.663  -0.90
C 4.291 -1.443 0.264  0.35
C 5.083 -2.031 1.308  -1.31
C 5.086 -1.201 2.381  -0.64
H 4.405 0.813 2.583  0.32
H 3.332 0.585 0.258  0.51
H 3.897 -1.913 -0.626  0.76
H 5.574 -2.993 1.305  0.44
H 5.361 -1.327 3.418  0.49
N 2.132 -1.834 4.347  0.46
C 1.824 -0.521 4.079  -0.93
C 1.281 0.033 5.206  -0.04
C 1.338 -0.934 6.200  -0.68
C 1.939 -2.022 5.696  -1.08
H 2.600 -2.504 3.753  0.26
H 1.914 -0.114 3.083  0.62
H 0.938 1.057 5.238  0.44
H 1.059 -0.729 7.223  0.48
H 2.188 -2.874 6.311  0.43
N -1.405 -1.858 3.509  1.00
C -2.557 -1.458 2.901  -0.15
C -3.591 -1.807 3.813  -0.68
C -3.092 -2.612 4.811  -1.02
C -1.710 -2.506 4.674  -0.11
H -0.468 -1.557 3.283  -0.41
H -2.577 -0.928 1.961  0.42
H -4.615 -1.523 3.622  0.55
H -3.568 -3.017 5.692  0.48
H -0.909 -2.898 5.284  0.49

Q: Number 1 is which compound?
A: C12H18Cl2IN2OPt

Q: What is the formula in the fifth record?
A: C44H46N4O6S2SiZr